[1]
Computed, not measured: 2 unconnected molecules or ions with the total composition C3H9N2O2 in a non-equilibrium geometry, with the ωB97M-V functional and the def2-TZVPD basis.

The gap between HOMO and LUMO comes out at 8.14 eV. The value obtained for the energy relative to the best compared isomer or geometry (same formula, charge and spin) is 125.55 kJ/mol.

Geometry as ORCA input:
```
! RIJCOSX wB97M-V def2-TZVPD def2/J DEFGRID3
* xyz -1 1
N 0.915 -2.806 -1.962
C 1.288 -1.567 -1.302
O 0.219 -0.694 -1.045
H 0.105 -3.280 -1.609
H 0.935 -2.698 -2.961
H 1.841 -1.814 -0.376
H 1.984 -1.055 -1.995
C -1.316 0.563 2.070
C -0.620 1.507 1.106
N 0.624 1.136 0.673
O -1.281 2.517 0.827
H -2.066 0.063 1.384
H -1.884 1.113 2.840
H -0.598 -0.102 2.543
H 0.388 0.016 -0.281
H 0.910 1.843 -0.019
*
```

natural (NBO) atomic charge list, values in e, 2 entries: number 1, N, carries -0.881; number 2, C, carries 0.109

[2]
Computed, not measured: 9 unconnected molecules or ions with the total composition C29H43F6N3O9P in a non-equilibrium geometry, with the ωB97M-V functional and the def2-TZVPD basis.

Its expectation value of S² is 0.7636. The gap between HOMO and LUMO (alpha / beta) comes out at 6.21 / 2.24 eV.

Geometry as ORCA input:
```
! RIJCOSX wB97M-V def2-TZVPD def2/J DEFGRID3
* xyz 0 2
P 0.554 0.443 -0.434
F 0.002 1.344 -1.567
F 1.759 1.415 -0.075
F -0.434 1.176 0.561
F 0.976 -0.441 0.815
F -0.532 -0.738 -0.752
F 1.664 -0.285 -1.543
O -4.955 -3.747 -2.870
C -4.488 -3.691 -1.745
O -3.690 -4.684 -1.195
C -3.294 -4.526 0.136
C -3.611 -3.019 0.230
C -4.603 -2.558 -0.751
H -2.257 -4.596 0.463
H -3.978 -5.096 0.764
H -2.734 -2.412 0.002
H -3.910 -2.741 1.240
H -4.445 -1.641 -1.318
H -5.616 -2.630 -0.356
O -6.320 0.317 0.602
C -5.452 1.156 0.546
O -5.620 2.251 -0.231
C -4.759 3.340 0.182
C -3.628 2.711 1.064
C -4.158 1.309 1.376
H -5.325 4.178 0.588
H -4.272 3.796 -0.680
H -3.363 3.404 1.863
H -2.644 2.582 0.615
H -4.380 1.097 2.422
H -3.482 0.542 0.998
O 6.790 4.850 -3.316
C 6.109 4.173 -2.506
O 4.713 4.111 -2.580
C 4.273 3.158 -1.682
C 5.376 3.024 -0.565
C 6.630 3.262 -1.373
H 4.012 2.247 -2.220
H 3.323 3.542 -1.310
H 5.404 1.954 -0.356
H 5.179 3.614 0.330
H 7.026 2.394 -1.900
H 7.517 3.695 -0.911
O -1.981 -3.135 2.626
C -1.546 -2.059 3.007
O -2.263 -1.026 3.439
C -1.631 0.256 3.497
C -0.277 -0.252 3.879
C -0.077 -1.679 3.318
H -2.130 0.985 4.136
H -1.673 0.801 2.554
H -0.177 -0.208 4.964
H 0.454 0.367 3.358
H 0.205 -2.266 4.192
H 0.713 -1.737 2.569
C -1.024 -2.562 -3.123
O 0.327 -2.813 -3.433
H -1.417 -1.691 -3.646
H -1.677 -3.348 -3.504
H -1.159 -2.577 -2.041
H 0.944 -2.448 -2.794
N 2.832 -3.342 1.409
C 3.537 -4.430 1.654
C 3.588 -5.168 0.459
C 2.751 -4.572 -0.388
C 2.337 -3.404 0.159
H 2.669 -2.617 2.093
H 3.953 -4.645 2.627
H 4.126 -6.083 0.259
H 2.773 -4.837 -1.434
H 1.648 -2.692 -0.271
N 3.385 1.768 2.200
C 3.619 2.728 3.096
C 4.830 2.502 3.724
C 5.319 1.372 3.102
C 4.488 1.052 2.017
H 2.550 1.571 1.666
H 3.078 3.638 3.311
H 5.305 3.082 4.502
H 6.257 0.890 3.334
H 4.504 0.262 1.281
N -1.871 1.821 -3.448
C -2.854 2.685 -3.071
C -3.842 2.637 -4.116
C -3.514 1.603 -4.983
C -2.243 1.142 -4.599
H -0.963 1.870 -3.008
H -2.824 3.373 -2.239
H -4.729 3.253 -4.111
H -4.111 1.267 -5.818
H -1.564 0.386 -4.966
*
```

Mulliken atomic charge list, values in e, 2 entries: number 1, P, carries 1.348; number 2, F, carries -0.321

[3]
Computed, not measured: a molecular structure, C25H33O2SeW in a non-equilibrium geometry, with the ωB97M-V functional and the def2-TZVPD basis.

Its expectation value of S² is 2.0154. The gap between HOMO and LUMO (alpha / beta) comes out at 6.63 / 6.52 eV. The value obtained for the energy relative to the best compared isomer or geometry (same formula, charge and spin) is 25.13 kJ/mol.

Geometry as ORCA input:
```
! RIJCOSX wB97M-V def2-TZVPD def2/J DEFGRID3
* xyz 1 3
O -1.973 1.591 -3.215
C -2.755 1.015 -2.121
C -3.576 0.095 -3.019
H -3.329 1.786 -1.589
H -2.081 0.489 -1.429
C -2.730 0.758 -4.147
H -4.642 0.337 -3.042
H -3.380 -0.968 -2.852
C -3.559 1.610 -5.085
H -4.195 2.304 -4.523
H -4.201 0.975 -5.709
H -2.901 2.185 -5.746
C -1.828 -0.201 -4.901
H -1.243 -0.830 -4.219
H -1.142 0.371 -5.538
H -2.434 -0.851 -5.545
W 0.721 -0.273 0.789
C -1.038 -2.076 0.975
C -0.422 -1.688 2.205
C -0.832 -0.325 2.497
H 0.101 -2.347 2.887
C -1.678 0.108 1.419
C -1.838 -0.995 0.517
H -2.539 -1.029 -0.316
H -0.999 -3.072 0.536
H -0.667 0.219 3.421
H -2.234 1.041 1.391
C 2.317 -1.760 0.032
C 1.189 -2.060 -0.799
C 0.897 -0.905 -1.592
H 0.697 -3.027 -0.879
C 1.892 0.095 -1.305
C 2.793 -0.446 -0.334
H 3.719 0.031 -0.026
H 2.789 -2.439 0.732
H 0.136 -0.820 -2.366
H 2.035 1.019 -1.856
O 0.536 1.707 0.625
C -0.091 2.379 -0.563
C 0.422 3.793 -0.502
H -1.172 2.342 -0.381
H 0.143 1.845 -1.493
C 0.380 4.098 0.988
H -0.195 4.454 -1.117
H 1.453 3.837 -0.873
C 0.609 2.777 1.702
H -0.602 4.491 1.274
H 1.131 4.826 1.295
H -0.170 2.544 2.435
H 1.605 2.714 2.166
Se 2.314 0.204 2.645
C 2.642 -1.482 3.519
C 3.741 -2.252 3.095
C 3.997 -3.486 3.690
C 3.175 -3.944 4.731
C 2.099 -3.163 5.181
C 1.849 -1.923 4.594
H 4.371 -1.872 2.290
H 4.836 -4.085 3.336
H 3.377 -4.909 5.196
H 1.454 -3.520 5.985
H 1.024 -1.295 4.935
*
```

natural (NBO) atomic charge list, values in e, 2 entries: number 1, O, carries -0.563; number 2, C, carries -0.074